1 | {"formula": "C8H12NO2", "method": "ωB97M-V/def2-TZVPD", "species": ["O", "C", "H", "H", "H", "O", "H", "C", "H", "C", "N", "H", "C", "H", "H", "H", "C", "H", "C", "H", "C", "H", "C"], "coordinates": [[-2.98, -1.23, -0.46], [-1.30, 1.90, -0.03], [1.21, 0.11, -1.31], [-0.09, -2.62, 0.98], [-3.38, 0.91, -0.99], [1.87, 1.59, -0.07], [-3.73, -1.58, -1.02], [1.65, 0.25, -0.27], [-0.35, 2.19, 0.49], [-0.06, -1.68, 0.35], [-1.54, 0.46, 0.05], [4.76, -1.59, -0.65], [2.96, -0.48, -0.35], [-1.15, -0.30, 1.90], [-0.37, -1.88, -0.74], [-1.22, 2.27, -1.11], [4.10, -0.85, -0.36], [2.67, 1.61, 0.32], [-2.68, 0.08, -0.47], [-2.12, 2.41, 0.47], [-0.64, -0.41, 0.88], [1.51, -0.60, 1.64], [0.86, -0.55, 0.75]], "mulliken_charge": [-0.41, -1.07, 0.29, 0.27, 0.36, -0.46, 0.40, 0.61, 0.33, -0.71, 0.18, 0.39, -0.98, 0.29, 0.22, 0.36, -0.11, 0.36, 0.21, 0.46, -0.34, 0.44, -0.08], "charge": 1, "smiles": "C#C[C@H](O)[C@@H]1C[C@@H]1/[N+](C)=C\\O", "homo_lumo_gap_ev": 9.2, "homo_energy_ev": -13.29}



2 | {"formula": "C8H12NO2", "method": "ωB97M-V/def2-TZVPD", "species": ["H", "H", "H", "H", "C", "C", "H", "H", "O", "C", "H", "C", "C", "H", "C", "C", "H", "O", "C", "H", "N", "H", "H"], "coordinates": [[1.45, 1.80, -2.10], [-0.74, -2.65, -0.66], [1.52, -1.60, 0.12], [-0.71, 3.42, 1.31], [-0.07, -2.08, -1.40], [0.64, -1.07, -0.45], [1.34, 0.43, -2.98], [-0.66, -1.66, -2.14], [0.09, 1.91, 0.15], [-0.82, -1.25, 2.04], [-2.03, -2.01, 3.72], [-0.36, -0.54, 0.67], [-1.04, 2.43, 0.82], [-1.35, -0.25, 0.16], [1.12, 0.24, -0.94], [0.67, 0.78, 0.50], [0.61, -2.89, -1.83], [1.61, 0.81, 1.46], [-1.55, -1.54, 2.95], [-1.37, 1.73, 1.54], [1.34, 0.84, -2.10], [1.18, 0.62, 2.35], [-1.74, 2.61, -0.04]], "mulliken_charge": [0.26, 0.34, 0.35, 0.25, -1.41, 0.62, 0.24, 0.43, -0.41, -1.14, 0.51, -0.40, -0.65, 0.35, -0.32, 1.23, 0.35, -0.53, 0.11, 0.36, -0.27, 0.44, 0.26], "charge": 1, "smiles": "C#C[C@@H]1[C@@H](C)C(=[NH2+])[C@@]1(O)OC", "homo_lumo_gap_ev": 8.8, "homo_energy_ev": -13.63}



Q: What are the energies relative to the best structure? A: 1 0.000; 2 0.788, in eV.



1 | {"formula": "CaH16O8", "method": "ωB97M-V/def2-TZVPD", "species": ["H", "O", "H", "H", "H", "O", "Ca", "H", "O", "O", "H", "H", "H", "H", "H", "O", "H", "H", "H", "H", "O", "O", "O", "H", "H"], "coordinates": [[2.60, -1.77, 1.10], [-1.19, -2.08, 0.48], [-3.09, 0.03, -0.81], [2.59, 1.29, 1.11], [-1.43, 0.19, 2.55], [0.38, 0.75, -2.32], [0.06, 0.00, -0.09], [1.94, -1.86, -1.67], [1.00, -1.72, -1.50], [-0.66, 2.43, 0.06], [-2.08, -1.96, 0.27], [0.21, 1.67, -2.67], [-1.60, 2.37, 0.28], [2.41, 1.74, -0.42], [-0.19, 1.03, 2.73], [2.00, 1.41, 0.35], [-2.82, 0.62, 0.48], [-0.58, 3.27, -0.32], [0.65, -2.48, -2.00], [1.82, -1.05, 2.13], [1.70, -1.58, 1.35], [-0.55, 0.35, 2.17], [-2.35, 0.16, -0.25], [-1.13, -2.90, 0.05], [0.31, 0.11, -3.07]], "mulliken_charge": [0.31, -0.50, 0.26, 0.28, 0.27, -0.61, 1.79, 0.26, -0.54, -0.46, 0.30, 0.28, 0.26, 0.28, 0.29, -0.57, 0.30, 0.26, 0.26, 0.31, -0.55, -0.51, -0.54, 0.27, 0.30], "charge": 2, "homo_lumo_gap_ev": 12.4, "homo_energy_ev": -18.88}



2 | {"formula": "CaH16O8", "method": "ωB97M-V/def2-TZVPD", "species": ["O", "H", "O", "H", "O", "O", "H", "O", "H", "H", "H", "H", "H", "H", "H", "H", "H", "H", "O", "O", "H", "H", "Ca", "O", "H"], "coordinates": [[16.17, 16.16, -17.14], [16.26, 13.36, -17.07], [20.82, 15.54, -16.88], [19.38, 15.04, -20.00], [18.57, 17.10, -15.40], [16.91, 13.49, -17.72], [21.68, 15.80, -17.24], [18.95, 17.27, -18.29], [19.76, 17.67, -18.63], [16.67, 13.00, -18.52], [18.10, 14.74, -14.25], [15.71, 16.39, -16.27], [17.56, 13.46, -14.94], [17.82, 17.70, -15.20], [18.32, 17.58, -18.96], [19.42, 12.21, -17.04], [21.00, 15.19, -15.99], [16.16, 17.01, -17.64], [17.61, 14.41, -15.02], [19.45, 14.39, -19.30], [19.62, 13.48, -19.69], [19.36, 17.50, -15.03], [18.43, 15.22, -17.15], [19.76, 12.94, -16.52], [20.65, 13.10, -16.81]], "mulliken_charge": [-0.61, 0.25, -0.49, 0.29, -0.49, -0.53, 0.23, -0.53, 0.26, 0.26, 0.32, 0.33, 0.31, 0.27, 0.30, 0.32, 0.32, 0.33, -0.60, -0.56, 0.28, 0.28, 1.73, -0.57, 0.32], "charge": 2, "homo_lumo_gap_ev": 12.6, "homo_energy_ev": -19.10}



Q: What are the energies relative to the best structure? A: 1 0.467; 2 0.000, in eV.



1 | {"formula": "C3H3CoLiO4", "method": "ωB97M-V/def2-TZVPD", "species": ["C", "Li", "O", "C", "H", "H", "O", "C", "O", "H", "Co", "O"], "coordinates": [[0.20, 0.07, -0.87], [0.50, -2.16, 1.03], [-1.17, 0.42, 2.25], [1.01, -1.04, -1.41], [-0.69, 0.36, -1.44], [0.86, -1.13, -2.51], [1.26, -2.06, -0.71], [-0.70, 0.87, 1.20], [0.04, -0.05, 0.47], [1.44, 0.42, -1.24], [-1.90, 2.29, 2.48], [-0.85, 2.02, 0.76]], "mulliken_charge": [-0.08, 0.92, -0.67, -0.03, 0.42, 0.41, -0.69, 1.04, -0.21, 0.22, 0.24, -0.57], "charge": 1, "s_squared": 6.0036, "multiplicity": 5, "homo_lumo_gap_ev": [6.4, 10.3], "homo_energy_ev": [-10.59, -14.91]}



2 | {"formula": "C3H3CoLiO4", "method": "ωB97M-V/def2-TZVPD", "species": ["H", "Li", "H", "Co", "O", "O", "C", "O", "C", "H", "O", "C"], "coordinates": [[0.92, 2.15, 2.12], [0.87, 2.04, -1.84], [2.39, 1.18, 1.77], [-0.54, -0.09, -2.76], [-1.08, -0.92, -1.15], [0.73, 1.01, -0.29], [0.30, 0.16, 0.47], [-1.05, -1.76, 0.92], [1.42, 1.18, 2.27], [1.53, 0.97, 3.33], [0.59, 0.14, 1.74], [-0.73, -0.94, 0.07]], "mulliken_charge": [0.31, 0.84, 0.31, 0.51, -0.48, -0.60, 0.55, -0.47, -0.66, 0.23, -0.20, 0.67], "charge": 1, "s_squared": 6.0040, "multiplicity": 5, "homo_lumo_gap_ev": [8.5, 7.1], "homo_energy_ev": [-13.02, -13.88]}



Q: What are the energies relative to the best structure? A: 1 1.030; 2 0.000, in eV.



1 | {"formula": "C4H5F3O", "method": "ωB97M-V/def2-TZVPD", "species": ["O", "C", "F", "H", "H", "F", "C", "C", "F", "H", "H", "C", "H"], "coordinates": [[-1.07, -0.65, 1.47], [0.29, 1.11, 0.05], [-3.04, -0.33, 0.41], [-1.48, -1.23, 2.15], [0.59, 1.14, 1.13], [0.86, 2.38, -0.29], [-0.82, 0.59, -0.71], [0.54, 0.07, -0.94], [-1.55, -1.71, -0.45], [0.67, -0.86, -0.47], [-1.46, 1.23, -1.30], [-1.67, -0.55, 0.33], [0.99, 0.40, -1.76]], "mulliken_charge": [-0.43, 0.30, -0.28, 0.34, 0.27, -0.35, -0.48, -0.76, -0.28, 0.18, 0.38, 0.73, 0.38], "smiles": "OC(F)(F)[C@@H]1C[C@H]1F", "homo_lumo_gap_ev": 11.2, "homo_energy_ev": -10.68}



2 | {"formula": "C4H5F3O", "method": "ωB97M-V/def2-TZVPD", "species": ["H", "C", "F", "H", "F", "O", "H", "C", "C", "C", "F", "H", "H"], "coordinates": [[0.24, 0.07, 1.26], [1.78, -0.16, -0.17], [2.49, 0.62, 0.65], [-2.99, -0.98, -0.35], [2.15, -1.43, 0.22], [-0.06, 1.96, -0.22], [-0.93, -0.40, -1.62], [-0.96, -0.48, -0.57], [-2.04, -0.78, 0.12], [0.22, 0.00, 0.23], [2.12, -0.01, -1.43], [-1.90, -0.73, 1.25], [-0.14, 2.33, 0.62]], "mulliken_charge": [0.44, 0.88, -0.25, 0.30, -0.27, -0.59, 0.36, 0.01, -0.65, -0.47, -0.22, 0.19, 0.27], "homo_lumo_gap_ev": [9.6, 9.6], "homo_energy_ev": [-10.17, -10.17]}



Q: What are the energies relative to the best structure? A: 1 0.000; 2 0.980, in eV.



1 | {"formula": "C10H16N2", "method": "ωB97M-V/def2-TZVPD", "species": ["C", "H", "C", "C", "C", "H", "C", "C", "H", "H", "H", "H", "H", "C", "H", "H", "N", "H", "H", "C", "N", "C", "H", "H", "H", "C", "H", "H"], "coordinates": [[0.02, -2.15, 0.30], [-1.10, 0.44, -2.07], [0.47, -2.54, -1.11], [-2.13, 1.65, 0.20], [0.03, 0.36, -0.18], [2.76, 0.52, 1.88], [-2.75, 0.49, 0.46], [1.71, 0.63, 1.62], [-0.37, -2.51, -1.79], [1.14, -0.15, 2.11], [2.23, 2.40, -0.01], [1.22, -1.84, -1.46], [-2.64, 2.60, 0.35], [-0.69, -0.84, 0.26], [-2.58, -1.65, 0.69], [0.46, 1.38, -2.07], [2.18, 1.53, -0.54], [-3.79, 0.47, 0.76], [-0.21, 2.59, -0.05], [-0.34, 0.95, -1.50], [1.56, 0.50, 0.18], [-2.02, -0.75, 0.46], [-0.66, -2.91, 0.70], [1.35, 1.60, 1.99], [0.89, -3.54, -1.11], [-0.75, 1.68, -0.25], [0.90, -2.11, 0.95], [3.12, 1.23, -0.77]], "mulliken_charge": [-0.83, 0.30, -1.17, -0.77, 1.16, 0.33, -0.69, -1.09, 0.29, 0.36, 0.20, 0.28, 0.42, 0.04, 0.36, 0.37, -0.63, 0.36, 0.42, -0.94, 0.20, -0.41, 0.47, 0.40, 0.41, -0.29, 0.21, 0.23], "smiles": "CCC1=CC=C[C@@H]2C[C@]12N(C)N", "homo_lumo_gap_ev": 8.8, "homo_energy_ev": -7.80}



2 | {"formula": "C10H16N2", "method": "ωB97M-V/def2-TZVPD", "species": ["C", "H", "H", "H", "H", "H", "H", "C", "C", "H", "C", "C", "H", "N", "H", "C", "H", "H", "H", "C", "H", "N", "C", "C", "H", "H", "C", "H"], "coordinates": [[0.14, 1.36, 0.02], [0.85, -0.70, -1.82], [0.97, 1.48, -2.16], [0.93, -1.85, 2.18], [-0.75, 3.19, 0.86], [1.74, 0.19, 1.35], [-0.51, 2.22, -1.91], [-2.19, -1.44, 0.06], [0.80, -2.35, 1.19], [-0.10, -2.97, 1.25], [1.25, 0.12, 0.33], [-1.05, 0.49, 0.09], [0.44, -2.46, -1.87], [-2.40, 0.72, 0.11], [-2.89, 1.57, -0.14], [0.01, 2.47, 1.14], [1.59, -3.10, 0.92], [-0.19, 1.82, 2.01], [0.98, 2.97, -1.22], [0.91, -1.64, -1.32], [1.99, -2.03, -1.23], [-3.12, -0.46, 0.08], [0.54, -1.26, 0.18], [0.43, 1.99, -1.36], [0.98, 2.90, 1.24], [2.16, 0.16, -0.27], [-0.90, -0.90, 0.11], [-2.59, -2.49, 0.18]], "mulliken_charge": [1.83, 0.36, 0.39, 0.35, 0.37, 0.39, 0.30, -0.67, -1.41, 0.32, -1.68, -1.20, 0.31, 0.33, 0.25, -1.76, 0.32, 0.41, 0.38, -1.42, 0.33, -0.93, 2.13, -1.56, 0.52, 0.40, 0.54, 0.39], "smiles": "CC1(C)CC(C)(C)c2[nH]ncc21", "homo_lumo_gap_ev": 9.2, "homo_energy_ev": -8.44}



Q: What are the energies relative to the best structure? A: 1 0.731; 2 0.000, in eV.



1 | {"formula": "C2H10N4O", "method": "ωB97M-V/def2-TZVPD", "species": ["H", "H", "C", "N", "H", "H", "N", "H", "N", "H", "C", "H", "H", "H", "O", "N", "H"], "coordinates": [[-1.53, -0.49, 0.99], [-4.34, 0.72, -0.48], [-2.85, -0.44, -0.52], [1.07, 1.21, 1.00], [-2.94, -0.93, -1.55], [4.13, 0.77, 0.59], [-1.11, -2.01, -0.42], [-0.53, -2.65, 0.11], [-1.89, -1.02, 0.16], [1.06, 2.24, 0.98], [3.20, 1.18, 0.00], [3.30, 0.72, -0.97], [2.04, -0.36, 0.74], [-1.48, -2.52, -1.14], [-3.47, 0.62, -0.07], [2.09, 0.66, 0.58], [3.24, 2.30, 0.00]], "mulliken_charge": [0.31, 0.41, 0.19, -0.42, 0.33, 0.31, -0.55, 0.28, 0.18, 0.32, -0.57, 0.32, 0.34, 0.23, -0.38, 0.36, 0.34], "charge": 2, "homo_lumo_gap_ev": 8.0, "homo_energy_ev": -17.56}



2 | {"formula": "C2H10N4O", "method": "ωB97M-V/def2-TZVPD", "species": ["H", "H", "O", "H", "N", "C", "H", "H", "H", "N", "N", "H", "C", "H", "H", "N", "H"], "coordinates": [[-0.93, -1.03, -1.76], [-0.09, 2.30, -0.57], [0.91, -1.18, -0.06], [2.17, 0.00, 0.97], [-2.11, 0.17, 0.98], [2.15, -0.92, 0.44], [-2.59, -0.63, -1.28], [0.93, 1.43, -1.39], [-3.11, 0.26, 0.83], [0.04, -0.52, 0.63], [0.64, 1.59, -0.45], [-1.78, 0.47, 1.81], [-1.27, -0.43, 0.18], [2.48, -1.88, 0.94], [1.28, 2.02, 0.18], [-1.58, -0.75, -1.04], [2.87, -0.91, -0.42]], "mulliken_charge": [0.24, 0.31, 0.05, 0.38, -0.29, -0.49, 0.26, 0.30, 0.24, -0.07, -0.61, 0.23, 0.82, 0.33, 0.29, -0.30, 0.30], "charge": 2, "homo_lumo_gap_ev": [7.1, 8.0], "homo_energy_ev": [-19.71, -20.34]}



Q: What are the energies relative to the best structure? A: 1 0.000; 2 1.464, in eV.